16
Properties=species:S:1:pos:R:3:forces:R:3 method="wB97M-V/def2-TZVPD" max_force_ha_per_bohr=0.1147 e_tot_ev=-23742.239 charge=-1 lumo_ev="3.24 / 2.90" spin_multiplicity=3 s2=2.03
C 0.53502 1.61325 0.29699 4.0 0.4 0.5
C -0.72025 1.99568 0.03446 -2.8 -1.4 -0.8
C 1.14805 0.41918 -0.03968 -5.8 -0.7 -0.4
C -0.63686 -0.58524 -1.07719 1.0 5.7 0.7
C -1.31360 -1.73611 0.74314 -0.9 -2.1 2.0
N 2.36769 0.02599 -0.31105 1.8 1.9 0.4
O 2.62765 -1.07808 -0.79875 0.3 -2.0 -0.4
O 3.25044 0.91983 -0.07356 1.1 0.5 -0.4
O -1.01025 -1.72432 -0.61279 -0.8 -2.8 0.2
S -1.85543 0.81986 -0.79583 1.3 0.3 0.3
H 1.15223 2.47357 0.65966 -0.2 -1.0 0.4
H -1.13981 2.79227 0.62535 -0.4 0.4 -0.3
H -0.21123 -0.48318 -2.03900 0.1 -0.8 -1.0
H -1.26660 -2.83325 1.05603 0.2 1.3 -0.4
H -2.37545 -1.44043 1.03460 1.3 0.2 -0.8
H -0.55160 -1.17903 1.29764 -0.3 0.1 0.0


80
Properties=species:S:1:pos:R:3:forces:R:3 method="wB97M-V/def2-TZVPD" max_force_ha_per_bohr=0.0673 e_tot_ev=-132767.355 charge=+1 lumo_ev=-10.03 spin_multiplicity=1
Zn -0.07982 4.95839 2.89517 -1.1 -1.2 -0.1
Cl -3.01130 2.76999 3.14846 1.3 1.0 -0.1
C -6.50935 -2.31911 0.78589 0.9 0.0 0.2
C -5.04904 -2.83820 0.72640 -0.8 0.1 0.1
O -4.88696 -3.21790 -0.61380 1.7 -0.7 -2.1
P -3.67223 -4.19395 -1.08728 0.2 -0.8 0.9
O -3.61219 -4.45702 -2.54556 0.0 0.9 1.7
O -2.33275 -3.56358 -0.31739 -2.7 -2.2 -0.2
C -1.61852 -2.51250 -0.90167 1.2 -0.1 -1.2
C -0.13172 -2.91454 -1.03037 -0.7 0.1 0.7
O -3.94185 -5.55727 -0.20065 1.1 2.1 -0.6
C -5.26178 -6.10661 -0.23108 -0.4 -0.8 0.5
C -5.39661 -6.99478 1.03038 0.0 0.1 -0.6
H -6.56399 -1.31265 0.37096 0.3 0.4 0.7
H -7.18430 -2.79464 0.07426 0.2 -0.9 0.4
H -6.82520 -2.40971 1.82519 -0.5 0.4 -0.2
H -4.31857 -2.08556 1.02307 -0.1 0.4 -0.2
H -4.77668 -3.69260 1.34600 -0.7 -0.2 0.4
H -1.99000 -2.32974 -1.90998 -0.1 0.1 -0.1
H -1.77932 -1.60972 -0.31240 0.2 0.0 0.1
H -0.00097 -3.90603 -1.46393 -0.3 0.3 -0.7
H 0.36514 -2.11752 -1.58350 0.4 -0.3 0.0
H 0.31884 -3.09064 -0.05359 0.1 0.6 0.2
H -5.99592 -5.30094 -0.23665 -0.1 0.0 0.2
H -5.40305 -6.63698 -1.17281 0.1 -0.3 0.1
H -4.65593 -7.79342 1.07135 0.4 0.3 -0.2
H -5.29771 -6.35909 1.91026 0.0 -0.1 0.1
H -6.33459 -7.54642 1.09351 -0.3 0.4 -0.2
C -3.09478 3.11845 -4.07331 0.0 -0.3 0.1
C -2.06081 3.56854 -3.07168 -0.2 0.4 -0.1
O -0.80573 3.68282 -3.79469 1.4 0.8 1.4
P 0.42018 4.51847 -3.07276 -0.4 -1.0 -0.2
O 0.36813 4.62273 -1.58729 0.0 -0.1 -1.3
O 1.72310 3.71465 -3.61369 -2.1 1.5 1.9
C 1.93605 3.60591 -4.99184 0.4 0.3 -1.8
C 3.11045 4.47840 -5.42093 -0.3 -1.0 0.2
O 0.36751 5.95071 -3.82391 0.0 -1.6 -0.5
C 0.34548 7.13712 -3.06035 0.7 1.2 1.8
C 0.59778 8.36965 -3.91473 -0.5 -0.8 -0.8
H -4.09523 3.10755 -3.64079 0.0 0.3 0.0
H -3.05593 3.75838 -4.95482 -0.2 -0.1 0.0
H -2.90805 2.08292 -4.35777 0.2 0.1 -0.2
H -2.30997 4.53366 -2.63061 -0.1 0.2 -0.2
H -1.99268 2.88144 -2.22827 0.4 -0.2 -0.1
H 2.10151 2.54854 -5.19842 0.2 0.0 0.0
H 1.08433 3.90341 -5.60354 -0.4 0.0 0.3
H 2.87283 5.54141 -5.38033 0.0 -0.1 0.0
H 3.93966 4.22809 -4.75923 0.2 0.3 -0.2
H 3.32596 4.16336 -6.44191 0.3 0.3 -0.1
H -0.57787 7.20768 -2.48543 -0.3 0.0 -0.2
H 1.13163 7.04239 -2.31129 0.1 0.1 0.1
H -0.21982 8.39725 -4.63505 0.3 0.0 -0.5
H 0.57587 9.36143 -3.46304 0.1 -0.4 0.7
H 1.56626 8.23254 -4.39572 -0.1 0.2 -0.3
C 6.15831 -1.62130 5.54456 0.2 0.5 -0.5
C 4.63913 -1.78249 5.56976 0.5 0.1 -0.5
O 3.92244 -0.53046 5.13403 0.1 -0.8 0.4
P 3.25064 -0.40210 3.67337 0.4 -0.6 0.2
O 2.61720 0.92548 3.38820 0.9 -1.8 0.6
O 4.50079 -0.83844 2.73647 -2.7 -0.5 0.0
C 5.42050 0.16195 2.32208 0.3 0.9 1.1
C 5.79386 0.02162 0.88109 -0.1 -0.4 -1.0
O 2.30471 -1.71624 3.59804 2.3 1.0 -2.2
C 1.18794 -1.95093 4.37915 -1.4 0.6 1.3
C 0.79971 -3.39609 4.39658 0.3 -1.2 0.2
H 6.48951 -0.70186 6.02731 -0.2 0.0 0.2
H 6.68722 -2.45282 6.01032 -0.4 -0.1 0.3
H 6.56888 -1.60026 4.53506 -0.3 0.1 -0.2
H 4.38992 -2.64508 4.95177 -0.4 0.3 -0.4
H 4.35402 -2.08778 6.57654 -0.5 0.8 0.0
H 4.98131 1.14898 2.46701 -0.1 0.1 0.0
H 6.16237 0.04971 3.11273 0.9 0.3 -0.7
H 4.94833 0.31131 0.25720 -0.3 -0.1 0.1
H 6.58319 0.67198 0.50415 0.3 0.0 0.6
H 6.03172 -0.99939 0.58270 0.2 -0.1 0.3
H 1.44811 -1.55029 5.35889 -0.4 -0.3 0.5
H 0.30416 -1.40737 4.04513 0.2 0.5 -0.4
H -0.15245 -3.58909 4.89080 0.0 0.4 0.2
H 0.66763 -3.84207 3.41080 0.2 0.3 -0.2
H 1.54135 -4.00174 4.91740 0.1 0.0 0.0


18
Properties=species:S:1:pos:R:3:forces:R:3 method="wB97M-V/def2-TZVPD" max_force_ha_per_bohr=0.0670 e_tot_ev=-10835.236 charge=0 lumo_ev=0.41 spin_multiplicity=1
C 0.34623 1.67189 1.05378 -0.1 0.0 0.5
C 0.43662 -2.08919 0.11136 -0.7 0.3 -0.5
N 0.42136 0.44198 0.26883 0.8 -0.6 2.0
C 0.20952 0.61332 -1.07173 -0.8 -1.2 -3.1
C 0.07653 -0.82169 0.87049 0.8 0.1 1.7
N 1.02396 0.86797 -2.02639 0.0 0.2 1.4
N -0.22846 -0.98766 2.11551 0.5 0.4 -1.3
C -1.14828 0.31456 -1.50550 -0.7 0.5 -0.6
C -2.25239 0.22377 -1.97807 0.5 0.0 0.2
H 1.96301 0.97145 -1.63037 0.0 0.1 0.0
H -0.19253 -0.12838 2.66011 -0.4 0.1 -0.2
H 0.56771 2.55437 0.44179 0.1 -0.4 0.0
H -0.65765 1.81476 1.46962 0.0 0.0 0.0
H 1.05859 1.63738 1.88447 -0.1 0.0 -0.1
H -0.07510 -2.94922 0.55352 0.1 0.4 0.1
H 1.51542 -2.25805 0.16724 -0.1 0.2 0.0
H 0.14116 -2.03253 -0.93703 0.1 0.0 -0.1
H -3.20571 0.15528 -2.44762 0.0 -0.1 0.1


149
Properties=species:S:1:pos:R:3:forces:R:3 method="wB97M-V/def2-TZVPD" max_force_ha_per_bohr=0.1508 e_tot_ev=-264278.861 charge=+1 lumo_ev=-3.34 spin_multiplicity=1
C 3.03835 3.18214 0.36828 -0.3 0.4 -0.6
C 2.91706 2.41414 -1.08977 1.7 0.2 0.1
C 3.80224 1.00505 -1.07208 -0.4 -0.1 -0.8
C 2.84178 -0.34844 -1.05177 0.9 0.2 0.4
C 2.37488 -0.71207 0.50415 0.2 -0.2 -0.1
C 0.74820 -0.87790 0.66533 -0.4 -0.7 -0.7
C -0.07797 0.47921 0.22833 1.1 0.5 0.7
C -1.68102 0.44568 0.56826 1.7 3.1 0.8
N -2.41913 -0.77879 0.07542 -1.4 -0.6 0.8
C -3.32003 -0.54924 -1.11857 -1.2 -0.6 -2.0
C -2.70148 0.55100 -2.16466 -0.9 -0.2 -0.4
N -1.42669 0.02887 -2.86041 -0.4 5.8 -5.2
C -1.26993 0.91138 -3.92335 -1.5 -3.0 0.6
S -1.37488 1.72699 -5.42749 0.8 -2.5 5.4
O -2.35241 1.84460 -1.55199 -0.9 -1.9 1.8
C -2.41685 1.79522 -0.08114 -0.9 -0.6 0.3
Br -1.58481 3.52315 0.58392 -0.7 -1.8 -0.6
H 2.93974 4.34817 0.15890 -0.1 -2.5 0.7
H 2.17132 2.79544 1.08609 2.0 1.0 -1.3
H 4.10843 3.02981 0.86396 -2.4 0.1 -1.1
H 3.43995 3.12317 -1.89480 -1.3 -1.5 1.7
H 1.80956 2.23307 -1.43564 2.1 0.4 0.8
H 4.47608 0.97978 -2.05688 -1.6 0.0 2.2
H 4.56801 0.98715 -0.16538 -1.7 0.0 -1.9
H 1.89231 -0.23018 -1.72558 1.8 0.0 1.1
H 3.48832 -1.21430 -1.53607 -1.6 1.7 1.3
H 2.79331 0.08968 1.27896 -1.0 -1.6 -1.7
H 2.89776 -1.73521 0.77310 -1.3 2.0 -0.3
H 0.42523 -1.30003 1.72973 0.8 1.2 -2.3
H 0.41602 -1.72591 -0.10621 0.7 1.5 1.5
H 0.38232 1.36050 0.88936 -1.3 -1.8 -1.4
H 0.15956 0.79995 -0.89627 -0.9 -0.9 2.5
H -1.83903 0.55137 1.74511 0.4 -0.6 -2.6
H -3.05221 -1.08618 0.87383 1.1 0.2 -1.2
H -1.81967 -1.60430 -0.14393 0.1 0.9 0.5
H -4.42836 -0.27189 -0.77544 2.7 -0.2 -0.7
H -3.42593 -1.60326 -1.66580 0.3 2.3 1.0
H -3.51485 0.70116 -3.02248 1.5 -0.1 2.1
H -3.54512 1.83874 0.30666 2.4 0.0 -1.0
C -5.71661 4.43154 -6.77635 -0.2 0.0 0.0
S -4.25831 5.19941 -7.52225 -0.2 0.2 -0.5
O -4.71635 5.95275 -8.73595 0.2 -0.5 0.7
C -3.50826 3.65482 -8.09178 0.0 0.0 -0.2
H -6.36108 5.22033 -6.38087 0.2 0.0 -0.1
H -6.26441 3.85998 -7.52929 0.1 0.0 0.0
H -5.40625 3.77568 -5.95959 0.0 0.0 -0.1
H -4.19381 3.13158 -8.76259 0.1 0.1 0.2
H -3.27138 3.02491 -7.23089 -0.2 0.1 -0.1
H -2.58715 3.89298 -8.62902 -0.1 0.2 0.1
C -1.52275 -5.50772 2.92226 -0.1 0.0 -0.1
S -0.52252 -4.08372 3.41664 0.2 -0.2 0.1
O -0.66127 -3.04178 2.34636 -0.3 -0.3 -0.1
C 1.07824 -4.89349 3.18315 0.0 0.2 -0.1
H -2.57657 -5.22088 2.95556 0.1 0.0 0.1
H -1.26245 -5.81248 1.90586 0.1 0.1 0.1
H -1.35123 -6.33310 3.61717 0.0 0.1 0.0
H 1.17632 -5.23670 2.15052 0.0 0.1 0.1
H 1.16298 -5.73938 3.86967 -0.1 0.1 0.0
H 1.86842 -4.17111 3.40129 -0.2 -0.1 0.0
C -3.02469 0.29245 6.17193 0.0 -0.1 -0.1
S -1.87754 0.21444 4.77528 0.5 0.1 0.5
O -0.49342 0.07219 5.33595 -0.7 0.1 -0.4
C -2.08521 1.93912 4.27027 0.0 0.1 0.0
H -3.03109 -0.67936 6.67141 0.1 0.1 -0.2
H -2.70155 1.06055 6.87854 0.0 -0.1 -0.2
H -4.02954 0.51717 5.80677 0.1 0.1 0.1
H -1.82080 2.60458 5.09550 0.0 -0.1 0.0
H -3.12158 2.10879 3.96832 0.0 0.0 0.1
H -1.42543 2.13477 3.42162 0.0 -0.1 0.1
C 9.31702 2.23949 -2.51091 0.0 -0.1 0.0
S 7.55331 2.11251 -2.12904 0.1 -0.3 0.2
O 7.40673 1.14624 -0.99096 0.1 0.3 -0.5
C 7.09912 1.23856 -3.64648 0.0 -0.1 -0.1
H 9.82018 2.72703 -1.67242 -0.2 0.0 0.0
H 9.74041 1.24300 -2.65734 0.0 0.1 0.0
H 9.45282 2.84124 -3.41259 -0.1 -0.1 0.1
H 7.66090 0.30454 -3.72221 0.0 0.1 0.1
H 7.30880 1.87399 -4.51036 0.0 0.0 0.1
H 6.02987 1.01636 -3.61297 0.2 0.1 0.1
C -4.17316 2.95782 9.21794 0.1 -0.1 0.0
S -5.68216 3.17683 8.24450 0.0 0.1 -0.1
O -5.68406 2.12682 7.17312 0.3 0.3 0.1
C -5.18095 4.73634 7.47677 0.2 0.0 -0.2
H -4.24434 2.01290 9.76199 -0.1 0.1 -0.1
H -3.30310 2.93075 8.55767 -0.1 0.0 0.0
H -4.07707 3.77905 9.93202 -0.1 -0.1 -0.1
H -4.24796 4.59844 6.92517 0.0 -0.2 0.1
H -5.05144 5.49837 8.24914 -0.2 -0.1 -0.1
H -5.96659 5.05224 6.78628 0.1 -0.1 0.3
C -5.72275 -1.60662 -7.37157 -0.1 0.0 -0.1
S -4.72252 -0.18261 -6.87719 0.0 0.1 -0.5
O -4.86127 0.85932 -7.94747 0.1 -0.6 0.5
C -3.12176 -0.99238 -7.11068 0.1 0.0 -0.1
H -6.77657 -1.31978 -7.33826 0.2 0.1 0.0
H -5.46245 -1.91138 -8.38796 0.0 0.1 0.1
H -5.55123 -2.43199 -6.67666 0.0 0.1 0.0
H -3.02368 -1.33560 -8.14331 -0.1 0.1 0.1
H -3.03702 -1.83827 -6.42416 -0.1 0.1 0.0
H -2.33158 -0.27001 -6.89254 -0.3 -0.1 0.0
C 13.14674 2.40195 -1.55035 -0.1 0.0 0.1
S 13.43715 1.17327 -2.84597 -0.4 -0.1 -0.1
O 12.09983 0.77060 -3.39354 0.5 0.2 0.4
C 13.98721 -0.14186 -1.73218 0.0 -0.1 0.1
H 12.75681 3.31112 -2.01436 0.1 -0.2 0.0
H 12.41780 2.02137 -0.83098 0.0 -0.1 -0.1
H 14.08853 2.62970 -1.04564 0.0 0.0 -0.1
H 13.20594 -0.36375 -1.00135 0.0 0.1 -0.1
H 14.90125 0.17083 -1.22151 -0.1 0.0 -0.1
H 14.19303 -1.03622 -2.32512 -0.1 0.2 0.0
C 0.52571 -2.81023 -3.73433 -0.1 0.1 0.0
S 2.19578 -3.16801 -4.33055 0.4 0.3 0.2
O 3.14581 -2.30182 -3.55754 -0.6 -0.4 -0.5
C 1.97486 -2.41362 -5.95989 0.0 0.1 -0.1
H 0.44100 -3.16410 -2.70402 0.1 0.0 -0.1
H 0.34098 -1.73379 -3.76373 0.1 -0.1 0.0
H -0.20393 -3.33344 -4.35677 0.1 0.0 0.0
H 1.69961 -1.36194 -5.85056 0.0 -0.1 0.1
H 1.19685 -2.95037 -6.50818 0.1 0.0 0.1
H 2.91762 -2.48621 -6.50737 -0.1 -0.1 0.2
C 5.34674 -3.71704 4.68989 -0.1 0.0 0.0
S 5.63715 -4.94573 3.39426 -0.2 -0.1 0.0
O 4.29983 -5.34840 2.84669 0.3 0.1 0.4
C 6.18721 -6.26086 4.50805 -0.1 -0.1 0.0
H 4.95681 -2.80788 4.22588 0.1 -0.2 0.0
H 4.61780 -4.09763 5.40925 0.0 -0.1 -0.1
H 6.28853 -3.48929 5.19459 -0.1 0.0 -0.1
H 5.40594 -6.48275 5.23888 0.0 0.1 -0.1
H 7.10125 -5.94817 5.01872 -0.1 0.0 -0.1
H 6.39303 -7.15521 3.91512 0.0 0.2 0.0
C -10.57429 5.02288 7.86036 0.0 0.1 0.1
S -8.90422 4.66509 7.26414 0.0 0.2 0.2
O -7.95419 5.53129 8.03714 -0.6 -0.2 -0.4
C -9.12514 5.41949 5.63480 0.0 0.1 0.0
H -10.65900 4.66901 8.89066 0.1 0.0 -0.2
H -10.75902 6.09931 7.83095 0.1 -0.1 0.0
H -11.30393 4.49966 7.23791 0.1 0.0 0.0
H -9.40039 6.47116 5.74413 0.0 -0.1 0.1
H -9.90315 4.88274 5.08650 0.1 0.0 0.1
H -8.18238 5.34690 5.08731 -0.1 -0.1 0.2
C -4.49218 -5.70558 -0.37949 -0.1 0.0 0.0
S -3.03388 -4.93771 -1.12540 -0.1 -0.3 -0.2
O -3.49191 -4.18437 -2.33910 0.1 0.0 0.4
C -2.28383 -6.48230 -1.69493 0.1 0.0 -0.1
H -5.13665 -4.91679 0.01598 0.1 0.0 -0.1
H -5.03998 -6.27714 -1.13244 0.1 0.1 0.0
H -4.18182 -6.36144 0.43726 0.0 0.1 -0.1
H -2.96938 -7.00554 -2.36574 0.0 0.1 0.1
H -2.04695 -7.11221 -0.83404 0.0 0.1 0.0
H -1.36272 -6.24414 -2.23217 -0.1 0.1 0.1


11
Properties=species:S:1:pos:R:3:forces:R:3 method="wB97M-V/def2-TZVPD" max_force_ha_per_bohr=0.0098 e_tot_ev=-7758.915 charge=0 lumo_ev="-0.64 / -0.64" smiles="C#C/C(C)=N/O" spin_multiplicity=1
C 0.45485 -1.17942 0.87890 0.0 -0.1 0.0
C 0.80026 0.01867 0.05843 -0.1 -0.1 0.0
N 0.91005 0.06993 -1.30844 0.1 0.1 0.2
O -0.26335 -0.42141 -1.68127 -0.2 0.1 0.0
C 0.27258 1.28016 0.24007 -0.4 0.1 -0.3
C -0.83636 1.71508 -0.21770 0.3 0.1 0.2
H 1.20169 -1.29730 1.67180 -0.1 0.0 -0.1
H -0.52721 -1.08043 1.35260 0.1 0.0 -0.1
H 0.47974 -2.06752 0.24415 0.0 0.1 0.1
H -0.92502 0.47628 -1.21906 0.1 -0.1 0.0
H -1.56723 2.48597 -0.01947 0.1 -0.2 0.0


37
Properties=species:S:1:pos:R:3:forces:R:3 method="wB97M-V/def2-TZVPD" max_force_ha_per_bohr=0.1069 e_tot_ev=-24494.981 charge=0 lumo_ev=-0.69 smiles="COc1ccc([C@H](C[N+](=O)[O-])c2ccc(C)cc2)cc1" spin_multiplicity=1
C 0.72956 -0.86219 -2.04427 -4.8 -1.8 1.2
N 2.06880 -0.88782 -2.30539 5.3 0.2 -1.3
O 2.65517 0.23450 -2.50981 -1.6 -3.1 0.7
O 2.68898 -2.01199 -2.34172 -1.8 3.0 0.5
H 0.22635 -1.85135 -2.25537 0.8 1.4 -0.9
H 0.24717 0.04068 -2.45842 0.3 -0.6 0.6
C 3.48972 4.37563 1.49209 -0.5 -0.7 -0.2
O 3.81538 2.98059 1.38686 -1.0 -0.5 0.0
C 2.84822 2.01448 1.12065 -0.1 -0.2 -0.6
C 3.31767 0.67259 1.17430 0.0 1.6 0.1
C 2.49559 -0.37030 0.83292 -1.3 -0.1 -0.3
C 1.20820 -0.11568 0.29008 0.4 0.8 1.7
C 0.38039 -1.22051 -0.21219 0.7 2.1 -2.7
C -1.08795 -1.29848 0.03717 -0.6 -0.7 0.8
C -1.66315 -2.57277 -0.20821 -0.4 0.6 -0.1
C -3.05286 -2.73086 -0.27056 1.0 0.8 0.2
C -3.89182 -1.62925 -0.04734 0.5 -0.6 -0.6
C -5.34554 -1.78694 -0.31751 -1.1 0.3 -0.1
C -3.33604 -0.42314 0.37038 0.2 -0.3 0.1
C -1.95806 -0.28618 0.55494 0.6 -0.2 -0.2
C 0.72167 1.21834 0.22663 1.4 -0.8 0.8
C 1.50746 2.26876 0.70024 1.4 0.3 0.2
H 4.42227 4.81909 1.80112 0.2 0.3 0.0
H 3.16204 4.80509 0.52937 0.1 -0.2 0.3
H 2.72025 4.56962 2.25554 0.2 -0.2 -0.2
H 4.34932 0.49268 1.45298 -0.1 0.1 0.2
H 2.80096 -1.40162 1.03877 0.0 0.4 -0.4
H 0.86655 -2.14531 -0.45584 0.3 -0.7 1.4
H -0.99607 -3.44200 -0.28762 -0.3 0.4 -0.4
H -3.44469 -3.68521 -0.57173 -0.3 -0.3 0.1
H -5.85515 -0.80670 -0.33341 0.2 -0.4 0.0
H -5.52852 -2.26641 -1.28945 0.1 0.1 0.2
H -5.85985 -2.40430 0.43581 0.3 0.2 -0.1
H -4.00340 0.42917 0.49957 0.2 -0.2 0.4
H -1.59584 0.56025 1.17891 -0.1 -0.5 -1.2
H -0.26146 1.40841 -0.15307 -0.2 0.2 -0.2
H 1.15868 3.30911 0.68361 0.0 -0.5 -0.1